C14H29BNO7PS | ωB97M-V/def2-TZVPD

Summary:
* LUMO level: 0.2 eV
* total charge: 0
* E_HOMO: -7.792 eV
* total energy: -51611.506 eV
* HOMO-LUMO gap: 7.97 eV

CARTESIAN COORDINATES (ANGSTROEM)
C  3.04  -2.85  3.60
C  0.84  -4.97  2.60
H  -3.75  1.81  0.30
H  -5.64  0.71  -4.29
H  3.06  -3.70  4.29
H  3.83  -3.02  2.86
H  4.10  0.45  0.17
H  3.64  5.25  0.20
O  2.29  2.98  0.74
S  4.65  2.50  -3.68
H  -1.70  0.89  -0.76
C  4.46  4.55  0.13
H  0.73  -4.24  4.66
H  -1.67  0.56  3.71
C  1.70  -2.71  2.91
C  -2.30  0.56  -4.97
H  4.68  4.37  -0.91
H  -4.54  -0.60  -4.77
C  -1.88  0.75  0.31
H  -2.97  1.75  1.89
H  -2.31  -0.52  2.45
O  -4.07  0.99  -1.97
H  5.34  4.95  0.61
H  1.89  2.20  1.15
H  -5.45  -0.74  -3.28
H  -1.06  -1.09  3.53
P  3.94  2.98  0.93
O  0.85  0.28  2.48
N  5.54  1.65  -1.19
H  -0.17  -5.70  4.32
H  -1.21  0.65  -4.98
H  -2.60  2.45  -5.94
O  -0.58  0.82  0.92
C  -2.88  1.41  -6.08
C  -4.93  -0.03  -3.93
C  -3.87  0.67  -3.11
H  1.74  -1.87  2.22
O  1.39  -3.85  2.11
B  4.54  1.52  -0.13
C  -1.41  -0.22  2.99
C  5.18  1.97  -2.30
H  -3.97  1.36  -6.10
H  -2.51  1.07  -7.05
C  0.75  -5.16  4.10
H  3.28  -1.95  4.16
H  0.89  -2.50  3.61
O  0.49  -5.83  1.84
C  -2.79  1.84  0.82
C  -0.30  0.28  2.11
O  -2.71  1.01  -3.68
H  -2.33  2.82  0.66
H  -2.53  -0.50  -5.10
H  -2.31  -0.25  0.42
H  1.60  -5.76  4.42

C14H29F6IN4O3P2 | ωB97M-V/def2-TZVPD

Summary:
* energy relative to the best compared isomer or geometry (same formula, charge and spin): 320.5 kJ/mol
* LUMO level: -1.7 eV
* total charge: 0
* E_HOMO: -9.670 eV
* total energy: -70074.335 eV
* HOMO-LUMO gap: 7.94 eV

CARTESIAN COORDINATES (ANGSTROEM)
P  -1.76  2.37  -3.98
F  1.79  -2.32  5.74
H  -4.42  4.08  -0.17
H  -3.79  0.74  -1.97
H  -1.90  4.53  -4.25
H  -3.08  -0.11  -0.54
C  -1.66  -2.04  -1.68
I  0.71  2.32  -4.13
C  -2.67  -2.94  -0.84
H  0.26  -0.99  -1.34
H  2.23  1.83  1.85
C  -2.33  -0.84  -2.48
O  -3.34  3.25  -1.82
C  0.58  1.57  0.38
F  3.63  -0.05  4.78
H  2.27  -3.59  1.18
N  -3.20  2.36  0.46
H  -0.92  -0.94  0.15
H  3.59  0.84  -0.40
C  -2.07  2.66  -2.13
H  1.07  2.54  0.03
H  -2.80  -3.92  -1.40
H  2.30  -0.24  -1.07
H  0.56  0.90  -0.52
C  3.17  -2.51  -0.59
H  -0.90  2.36  1.77
C  -3.44  3.56  -0.44
H  4.13  -3.27  1.25
O  2.45  -2.73  -1.57
H  -1.67  -0.49  -3.33
C  2.35  -0.26  1.19
H  -3.69  -2.48  -0.70
H  4.36  -1.15  -1.43
N  -1.78  1.42  -1.33
C  1.47  1.02  1.58
H  1.67  -1.18  1.22
O  -2.22  3.79  -4.81
H  -2.60  4.33  -0.22
H  3.17  -0.33  1.97
C  3.06  -0.16  -0.22
N  4.03  -1.29  -0.46
H  -2.23  -3.20  0.18
H  -3.13  2.70  1.43
H  0.09  -2.45  -0.27
C  -0.49  -1.57  -0.70
C  3.25  -3.55  0.60
H  -1.17  -2.72  -2.46
C  -1.86  1.92  0.06
H  3.44  -4.56  0.12
F  1.43  0.35  4.75
H  0.84  0.85  2.52
H  -1.28  3.42  -1.79
P  2.32  -0.99  4.98
H  -3.27  -1.28  -2.98
F  1.30  -1.40  3.78
N  -0.80  1.99  0.82
F  2.37  -0.56  6.53
C  -2.82  0.37  -1.55
F  3.40  -1.97  4.26

C14H29N3NiO3SSi2 | ωB97M-V/def2-TZVPD

Summary:
* energy relative to the best compared isomer or geometry (same formula, charge and spin): 180.7 kJ/mol
* LUMO level (alpha / beta): -0.3 / -0.3 eV
* total charge: 0
* E_HOMO (alpha / beta): -6.641 / -6.641 eV
* total energy: -93232.705 eV
* HOMO-LUMO gap (alpha / beta): 6.38 / 6.38 eV

CARTESIAN COORDINATES (ANGSTROEM)
H  -3.25  1.11  0.30
H  3.54  -1.89  2.01
S  -0.47  -3.91  -0.90
H  2.91  -1.11  3.45
C  -2.76  -4.13  2.35
H  -1.45  6.40  -0.50
C  1.38  -0.85  -0.29
C  0.25  0.48  2.24
H  -2.87  0.93  -1.31
H  1.99  -2.74  -2.81
H  3.91  1.01  -1.72
H  1.95  -2.31  2.61
Ni  -0.50  0.21  -0.35
C  -1.89  -4.45  1.35
O  -0.13  2.41  -0.45
H  0.08  0.00  3.19
O  -1.78  -1.38  -0.49
C  2.64  -1.49  2.47
H  3.30  1.70  2.35
H  -3.95  -2.51  3.17
H  -0.06  -0.81  -3.68
H  2.68  2.18  0.78
H  4.03  1.07  0.89
C  -1.93  5.42  -0.51
H  -3.14  3.34  -0.74
H  0.24  0.93  -3.58
C  -2.90  -1.94  1.43
Si  1.83  -0.36  -2.05
N  -2.05  -2.26  0.43
H  -0.62  0.25  1.60
H  -0.65  0.09  -2.28
H  -3.03  -4.85  3.11
H  -2.58  5.35  -1.39
O  -0.86  4.49  -0.57
H  0.26  1.56  2.39
C  3.09  1.35  1.34
N  -2.37  2.73  -0.49
C  0.19  0.01  -3.00
C  -1.52  -3.53  0.36
H  2.86  -1.70  -3.94
N  -2.58  1.35  -0.42
C  -1.08  3.16  -0.51
C  2.65  -1.88  -2.89
H  2.49  2.04  -1.75
H  1.08  -1.90  -0.22
H  3.15  1.41  -3.25
C  2.95  1.17  -2.20
H  -1.45  -5.44  1.28
Si  1.88  -0.12  1.37
H  -2.51  5.30  0.41
H  -3.26  -0.92  1.40
H  3.58  -2.13  -2.40
C  -3.27  -2.83  2.40

C14H29NO25S6 | ωB97M-V/def2-TZVPD

Summary:
* energy relative to the best compared isomer or geometry (same formula, charge and spin): 0.0 kJ/mol
* LUMO level: 0.1 eV
* total charge: 0
* E_HOMO: -8.993 eV
* total energy: -132668.950 eV
* HOMO-LUMO gap: 9.13 eV

CARTESIAN COORDINATES (ANGSTROEM)
C  -2.70  -1.97  6.07
O  -1.80  -0.38  4.60
S  0.36  -3.89  -0.58
H  3.26  -4.74  -2.15
H  -0.34  -6.22  -3.67
H  -3.98  5.88  3.79
H  -0.68  -2.00  5.27
O  1.07  -7.64  -4.16
H  -0.09  -7.09  -6.60
C  -4.02  4.79  1.90
H  -0.98  -0.71  6.46
O  -1.12  3.37  2.16
O  1.93  7.19  -0.79
O  -1.12  -1.23  -0.16
C  -1.75  -0.69  1.00
H  2.11  -6.28  -0.68
O  -2.08  5.45  3.04
O  2.40  5.12  -2.15
N  3.31  2.88  -1.86
O  -0.37  0.50  -1.75
H  -4.90  5.15  1.37
O  3.04  -7.69  -5.63
S  -1.54  4.66  1.74
H  2.16  3.38  0.45
H  -1.07  0.03  1.46
C  -3.01  0.00  0.49
H  1.38  3.45  -2.55
H  -2.99  -2.75  5.36
C  -0.17  -6.98  -4.44
H  5.62  4.98  -0.32
H  -1.00  -7.69  -4.42
S  -1.48  -0.32  -1.44
S  2.27  -6.80  -4.83
O  0.43  2.70  -0.22
O  -2.12  -1.15  -2.41
H  -0.31  2.89  -0.82
O  2.85  -5.96  -3.84
H  5.22  3.34  0.41
H  3.25  2.15  -1.14
O  -3.69  -0.94  6.02
H  -3.45  6.83  2.37
O  1.37  -5.88  -5.80
O  1.05  5.02  -0.01
H  -3.38  0.76  1.18
O  0.17  6.08  -2.15
C  2.38  -5.32  -0.25
C  1.43  3.65  -0.35
O  -2.61  0.60  -0.74
S  -3.32  0.10  4.84
H  -1.98  -1.48  1.71
C  0.02  -6.35  -5.80
O  -3.31  1.41  5.38
H  4.79  4.34  -2.48
H  -2.63  -2.39  7.07
H  3.93  4.62  0.24
O  1.24  -4.79  0.43
O  -0.78  -4.65  -0.98
C  2.14  3.76  -1.77
O  0.25  -2.58  -0.05
C  -3.45  5.84  2.84
O  -2.96  4.50  0.98
C  4.59  3.59  -1.68
H  3.21  -5.45  0.43
C  2.69  -4.31  -1.34
O  -0.72  5.53  0.98
S  1.31  6.00  -1.28
H  -3.80  -0.72  0.28
O  1.41  -3.87  -1.81
H  -0.67  -5.52  -5.98
H  -4.26  3.87  2.44
C  4.84  4.18  -0.23
H  3.21  -3.44  -0.94
O  -4.08  -0.25  3.69
H  5.39  2.81  -1.82
C  -1.41  -1.29  5.64